Record 1
14
Properties=species:S:1:pos:R:3 method="wB97M-V/def2-TZVPD" relative_energy_ev=2.077 homo_ev=-9.9
O 2.123 0.140 -0.817
C 1.562 0.227 0.467
C 0.143 -0.387 0.521
C -1.078 0.539 0.414
C -1.433 -0.301 -0.817
O -0.196 -1.036 -0.726
H 1.525 -0.428 -1.330
H 2.210 -0.275 1.199
H 1.506 1.286 0.757
H 0.067 -1.107 1.344
H -1.783 0.499 1.248
H -0.828 1.581 0.195
H -1.527 0.232 -1.768
H -2.292 -0.970 -0.689

---

Record 2
61
Properties=species:S:1:pos:R:3 method="wB97M-V/def2-TZVPD" homo_ev=-5.3 charge=-1
C 2.776 3.688 -0.569
C 1.345 3.408 -0.095
C 0.962 1.984 -0.404
O 1.378 1.039 0.541
B 0.603 -0.192 0.160
S 1.882 -1.425 -0.611
C 3.192 -0.512 -1.423
O 1.248 -2.249 -1.637
O 2.574 -2.188 0.432
O -0.442 0.249 -0.777
C -0.517 1.631 -0.521
N -1.271 2.403 -1.484
C -0.995 2.058 -2.882
C -2.662 2.448 -1.162
C -3.538 1.263 -1.491
O -3.139 3.438 -0.611
H 3.125 4.662 -0.244
H 2.836 3.595 -1.650
H 3.427 2.920 -0.154
H 1.314 3.582 0.979
H 0.652 4.091 -0.579
H 1.347 1.761 -1.415
H 0.153 -0.720 1.156
H 3.671 -1.199 -2.114
H 3.927 -0.180 -0.699
H 2.806 0.330 -1.986
H -0.984 1.789 0.458
H -0.352 1.189 -2.969
H -1.910 1.898 -3.443
H -0.490 2.896 -3.365
H -3.684 1.133 -2.558
H -3.171 0.336 -1.062
H -4.513 1.463 -1.066
C 4.968 -4.525 0.561
C 5.453 -3.231 0.438
C 6.819 -3.010 0.352
C 7.677 -4.096 0.389
C 7.211 -5.392 0.516
C 5.845 -5.602 0.603
N 9.124 -3.871 0.282
O 9.518 -2.728 0.192
O 9.854 -4.843 0.290
H 3.899 -4.681 0.619
H 4.753 -2.409 0.408
H 7.206 -2.007 0.256
H 7.899 -6.223 0.546
H 5.463 -6.609 0.700
C -8.217 1.824 3.493
C -6.865 1.627 3.252
C -6.453 0.949 2.116
C -7.412 0.482 1.239
C -8.764 0.664 1.461
C -9.165 1.341 2.600
N -6.975 -0.221 0.022
O -5.785 -0.379 -0.123
O -7.828 -0.585 -0.760
H -8.534 2.359 4.379
H -6.127 2.005 3.946
H -5.403 0.794 1.919
H -9.491 0.287 0.759
H -10.218 1.494 2.790

---

Record 3
47
Properties=species:S:1:pos:R:3 method="wB97M-V/def2-TZVPD" homo_ev=-9.9
C -0.920 7.411 -3.936
O -0.831 7.318 -2.538
C -0.079 6.218 -2.070
C -0.634 5.788 -0.722
C -1.553 4.580 -0.778
C -0.876 3.288 -1.233
C -0.248 2.579 -0.050
O 0.957 1.828 -0.390
P 0.740 0.493 -1.141
O -0.612 0.141 -1.513
O 1.384 -0.725 -0.215
O 0.326 -1.248 0.617
C -0.014 -2.392 0.144
N -0.587 -3.353 -0.186
O 1.739 0.584 -2.373
P 2.143 -0.842 -3.141
N 2.963 -0.549 -4.418
H -1.884 7.836 -4.184
H -0.848 6.448 -4.435
H -0.168 8.074 -4.357
H 0.948 6.547 -1.909
H -0.037 5.403 -2.787
H 0.166 5.665 -0.003
H -1.221 6.619 -0.353
H -1.928 4.400 0.226
H -2.410 4.776 -1.409
H -0.175 3.414 -2.049
H -1.650 2.631 -1.605
H -0.962 1.928 0.430
H 0.055 3.309 0.689
H 2.833 -1.659 -2.230
H 0.940 -1.476 -3.461
H 3.881 -0.966 -4.362
C -1.631 -5.546 2.119
N -1.815 -5.058 3.513
O -1.299 -5.691 4.412
O -2.470 -4.055 3.660
H -1.027 -6.445 2.145
H -2.615 -5.748 1.711
H -1.137 -4.756 1.560
C 1.430 -7.470 5.341
N 1.603 -8.928 5.100
O 1.222 -9.693 5.956
O 2.117 -9.250 4.051
H 0.961 -7.333 6.307
H 2.417 -7.018 5.317
H 0.803 -7.080 4.547

---

Record 4
37
Properties=species:S:1:pos:R:3 method="wB97M-V/def2-TZVPD" relative_energy_ev=0.037 homo_ev=-1.2 charge=-2
Pd -0.617 0.124 1.063
O 2.689 0.468 0.870
C 2.334 -0.559 -0.017
C 1.631 -0.106 -1.283
N 0.267 0.455 -1.108
C -0.700 -0.424 -1.791
C -0.838 -1.822 -1.163
O -1.171 -2.750 -1.915
O -0.624 -1.891 0.083
C 0.144 1.793 -1.709
C 1.123 2.918 -1.284
O 0.914 3.989 -1.884
O 2.018 2.673 -0.438
H 2.390 1.323 0.454
H 3.242 -1.087 -0.360
H 1.706 -1.299 0.490
H 2.259 0.632 -1.787
H 1.571 -0.987 -1.934
H -1.685 0.049 -1.744
H -0.437 -0.548 -2.851
H 0.226 1.720 -2.806
H -0.861 2.158 -1.493
S -1.369 1.630 2.683
C -1.090 -0.079 2.996
N -2.200 -0.920 3.344
C -1.924 -2.345 3.144
C -0.715 -2.726 3.984
C 0.457 -1.844 3.586
N 0.078 -0.439 3.751
H -2.976 -0.621 2.769
H -1.720 -2.573 2.090
H -2.805 -2.911 3.460
H -0.463 -3.779 3.829
H -0.943 -2.571 5.044
H 0.736 -2.070 2.547
H 1.328 -2.040 4.217
H 0.832 0.167 3.449